Computed, not measured: a molecular structure, C4H8O2, with ωB97M-V/def2-TZVPD.

Each line ends with the Löwdin charge.
Cartesian coordinates (Å):
C  0.57669  -1.13866  1.04862  -0.0760
C  -0.42048  0.35674  -0.80558  -0.2001
C  -0.34940  1.73052  -0.13848  -0.0981
C  0.67433  -0.59668  -0.32683  -0.4696
O  -0.50727  -1.74434  1.44655  0.0637
O  0.56163  -1.93809  -0.66323  -0.1123
H  -0.85872  -2.04960  0.54386  0.1538
H  1.34341  -1.04773  1.81813  0.1496
H  1.66973  -0.15916  -0.50010  0.1463
H  -0.30527  0.43801  -1.88826  0.1157
H  -1.39707  -0.10796  -0.63089  0.1102
H  -0.48474  1.65604  0.94266  0.0726
H  0.61799  2.20532  -0.31879  0.0737
H  -1.12083  2.39561  -0.52765  0.0705

Values from the calculation:
LUMO energy, hartree: 0.0153
HOMO, eV: -9.2
Largest force on an atom, eV/Å: 1.4
Energy above the lowest of the compared OMol25 structures with the same formula, charge and spin, kcal per mole: 76.0
Kohn-Sham gap, hartree: 0.3551